Computed, not measured: a cluster of 2 separate species, C4H10S in total, with ωB97M-V/def2-TZVPD.

```
15
C4H10S | OMol25 | ωB97M-V/def2-TZVPD
C -0.021 0.217 -1.207
H 0.616 0.559 -2.097
C -0.403 0.990 1.238
C -0.097 -1.298 -1.176
H 1.116 1.732 -0.165
H -1.346 1.390 0.958
C 0.597 0.792 0.099
H 0.919 -1.782 -1.260
H -0.571 -0.003 1.796
H -0.515 -1.660 -0.230
H 1.327 0.141 0.460
H -0.808 -1.727 -1.962
S 0.140 -1.554 2.887
H -1.016 0.668 -1.356
H 0.063 1.536 2.016
```

Values from the calculation:
Total charge: 0
Spin multiplicity: 1
E_LUMO (eV): -3.1

These are the Mulliken partial charges, in e, on atoms 1 to 5: atom 1 (C): -0.33, atom 2 (H): 0.25, atom 3 (C): -0.67, atom 4 (C): -0.97, atom 5 (H): 0.32


Computed, not measured: the ion C5H11FNO with charge +1, with ωB97M-V/def2-TZVPD.

```
19
C5H11FNO | OMol25 | ωB97M-V/def2-TZVPD
C -2.335 1.033 0.228
H 2.418 0.556 -0.551
H -1.557 -0.751 1.067
F -0.246 2.492 -1.091
H 3.040 -0.827 -0.080
H 0.998 -0.440 1.295
C 2.167 -0.462 -0.457
H -0.034 -0.211 -1.407
H -3.148 1.035 1.009
C -0.159 -0.117 -0.330
H 1.927 -0.679 -1.490
N 0.930 -0.778 0.329
H 0.829 -1.810 0.410
C -1.539 -0.311 0.068
O -1.457 1.991 0.740
H -2.127 -1.149 -0.428
H 0.429 2.333 0.690
C -0.337 2.066 0.107
H -2.610 1.321 -0.758
```

Values from the calculation:
Total charge: +1
Spin multiplicity: 1
E_LUMO (eV): -3.3

These are the Mulliken partial charges, in e, on atoms 1 to 5: atom 1 (C): -0.51, atom 2 (H): 0.38, atom 3 (H): 0.32, atom 4 (F): -0.23, atom 5 (H): 0.44


Computed, not measured: an isolated molecule of C5H9NO, with ωB97M-V/def2-TZVPD.

```
16
C5H9NO | OMol25 | ωB97M-V/def2-TZVPD
H 0.326 0.783 -2.136
C -0.373 0.166 -1.524
H -1.398 0.334 -1.862
H 1.383 0.712 1.390
H -0.367 -1.129 -1.455
C -0.186 0.332 -0.035
N -1.337 2.269 1.340
H -0.782 -0.943 1.620
C 1.306 0.302 0.376
H 1.885 0.962 -0.295
O 1.787 -1.023 0.317
H -0.795 -1.702 -0.325
H -2.091 -0.588 0.406
C -1.021 -0.784 0.552
H 2.543 -1.095 0.912
C -0.880 1.405 0.719
```

Values from the calculation:
Total charge: 0
SMILES: CC(C)(C#N)CO
Spin multiplicity: 1
E_LUMO (eV): 0.6

These are the Mulliken partial charges, in e, on atoms 1 to 5: atom 1 (H): 0.35, atom 2 (C): -0.98, atom 3 (H): 0.38, atom 4 (H): 0.44, atom 5 (H): 0.12


Computed, not measured: a structure of composition C16H34O3P2PdS, with ωB97M-V/def2-TZVPD.

```
57
C16H34O3P2PdS | OMol25 | ωB97M-V/def2-TZVPD
H -0.229 -0.386 -4.001
C 1.448 -0.595 -6.759
H 2.006 1.482 -7.041
H 0.971 2.355 -5.223
C 0.420 1.497 -5.646
H 1.543 4.001 -3.126
C 0.368 -0.385 -3.085
H -0.109 -3.913 -3.692
C -0.664 -3.508 -2.802
H 1.592 0.814 -2.012
C -1.615 -0.720 -6.842
H 2.282 -3.565 -1.901
C 1.117 3.364 1.623
H -1.458 2.087 -4.759
C 2.026 -2.609 -2.352
H 1.197 4.017 0.775
O 2.102 1.449 0.167
C 1.321 3.794 -2.038
C -0.796 -1.435 -5.833
C -0.367 -1.773 -0.324
H -1.905 1.371 -7.376
H -1.695 -3.188 -3.098
H -1.281 -2.271 -5.355
H 1.303 -0.752 -3.558
H 1.988 3.390 2.238
H 0.905 1.489 -3.586
H 2.709 -1.850 -1.969
O 0.411 0.750 1.840
H -1.028 -2.524 0.129
P -0.021 2.567 -1.734
Pd -1.574 -0.386 -2.716
H 0.274 3.609 2.292
H -2.594 -1.231 -6.874
H 1.178 -2.065 -5.256
H 1.470 -1.044 -7.781
H 1.192 4.799 -1.611
H -2.189 2.369 -2.621
H 0.434 1.055 -7.851
C -0.945 1.401 -5.437
H 2.523 -0.603 -6.419
C 0.727 0.973 -2.644
H 2.306 3.432 -1.727
H -1.635 3.931 -3.106
H 0.576 -1.832 0.211
H -0.692 -0.787 0.085
H -1.157 -0.736 -7.892
C -1.550 3.197 -2.297
H -1.988 3.684 -1.431
P 0.314 -2.172 -2.041
O -0.335 2.336 -0.125
C 1.039 0.959 -6.892
C -1.912 0.791 -6.415
S 0.919 1.780 0.960
C 0.575 -1.389 -5.846
H 2.253 -2.738 -3.422
H -2.984 0.853 -6.071
H -0.732 -4.390 -2.119
```

Values from the calculation:
⟨S²⟩: 2.01
Total charge: 0
Spin multiplicity: 3
E_LUMO (alpha / beta) (eV): 0.4 / 0.3

These are the Mulliken partial charges, in e, on atoms 1 to 5: atom 1 (H): -0.88, atom 2 (C): -1.00, atom 3 (H): 0.41, atom 4 (H): 0.45, atom 5 (C): -0.23


The molecular weight results, record by record, are as follows: 90.2, 120.1, 99.1, 474.9 g mol⁻¹.
The energy relative to the best compared isomer or geometry (same formula, charge and spin) results, record by record, are as follows: 3.825, 2.615, 3.328, 0.864 eV.